Below is a structure of composition C39H36N4O2P2PdSSe2 in a non-equilibrium geometry, with properties calculated with ωB97M-V/def2-TZVPD.

Computed properties:
ΔE to the lowest compared entry with this formula, charge and spin in kcal/mol: 12.7
DFT total energy in Eh: -7888.8904
Orbital gap in Eh: 0.1534

Structure (ORCA input):
```
! wB97M-V def2-TZVPD RIJCOSX def2/J DEFGRID3
* xyz -2 1
Pd 0.01230 -0.21740 0.13160
Se 5.56690 -1.97250 3.36090
P 5.56910 -0.41350 1.93580
C 6.36990 1.08210 2.62120
C 6.94750 1.08180 3.88510
C 7.56840 2.21880 4.35920
C 7.61960 3.36260 3.57550
C 7.04580 3.36180 2.30970
C 6.42450 2.22850 1.82850
C 6.79580 -0.72190 0.62570
C 8.03770 -1.11550 1.11220
C 9.10940 -1.24460 0.25420
C 8.94330 -0.96770 -1.09520
C 7.70770 -0.57700 -1.57760
C 6.62290 -0.45240 -0.72390
C 4.02290 0.13670 1.25430
C 2.67790 0.22410 1.67040
N 2.02510 0.85760 0.67100
N 2.87800 1.10610 -0.28650
N 4.07360 0.69700 0.03290
P 1.71350 0.24890 3.16470
Se -0.38090 0.06980 2.93900
C 2.35150 -1.00260 4.31360
C 2.88540 -0.70470 5.55960
C 3.31630 -1.73280 6.37790
C 3.22000 -3.04880 5.95680
C 2.67010 -3.34750 4.72040
C 2.22060 -2.32650 3.90640
C 2.16820 1.87730 3.85070
C 1.21310 2.87350 4.00660
C 1.59520 4.15290 4.35850
C 2.93580 4.45460 4.54400
C 3.89370 3.46310 4.39230
C 3.51440 2.18120 4.04920
H 6.89650 0.18710 4.49310
H 8.01990 2.20980 5.34200
H 8.10380 4.25390 3.95350
H 7.09070 4.25210 1.69480
H 5.96600 2.20740 0.84710
H 8.15150 -1.31820 2.17130
H 10.07570 -1.55050 0.63570
H 9.78090 -1.06240 -1.77320
H 7.58420 -0.36620 -2.62860
H 5.65390 -0.13610 -1.08080
H 2.98200 0.32600 5.87910
H 3.74330 -1.49990 7.34510
H 3.58450 -3.84190 6.59590
H 2.62060 -4.37540 4.38720
H 1.78570 -2.53610 2.93600
H 0.17070 2.63340 3.84590
H 0.84680 4.92490 4.47440
H 3.23260 5.46570 4.79580
H 4.94150 3.69640 4.52520
H 4.26220 1.40980 3.92190
O -0.43900 1.95060 -0.74100
C 0.05980 1.16160 -1.42470
C -4.32910 1.12170 1.41350
C -4.23120 0.33910 0.12330
S -2.45820 -0.28760 -0.12890
O -2.51740 -0.75480 -1.51940
C -2.65890 -1.80890 0.91260
C -3.48240 -2.87090 0.22030
H -5.22900 1.74330 1.43990
H -3.45770 1.76990 1.50270
H -4.34290 0.45950 2.27830
H -4.39050 0.98250 -0.74160
H -4.93060 -0.49130 0.07390
H -3.06370 -1.49160 1.87250
H -1.62510 -2.13930 1.05260
H -4.55400 -2.70210 0.33810
H -3.25120 -3.86510 0.60380
H -3.24310 -2.84240 -0.84360
C 0.66990 -2.23820 -0.45120
C 2.02480 -2.20050 -0.85910
C 3.06190 -2.78130 -0.07260
C 4.32940 -2.94980 -0.54760
C 4.66210 -2.54210 -1.85520
C 3.68560 -1.84120 -2.60020
C 2.42270 -1.66990 -2.12020
C 5.88160 -2.87190 -2.43000
N 6.86650 -3.18320 -2.95610
H 0.47190 -2.93750 0.37110
H -0.07230 -2.27150 -1.26130
H 2.82440 -3.11950 0.92920
H 5.08450 -3.42690 0.07020
H 3.95980 -1.45320 -3.57550
H 1.68660 -1.12550 -2.69970
*
```